C33H37BN10O4Y | the ωB97M-V functional and the def2-TZVPD basis

Geometry as XYZ:
```
86
Properties=species:S:1:pos:R:3
Y 0.06 -0.14 -0.22
O 4.23 1.80 4.14
O 3.17 2.33 1.88
O 4.33 0.05 5.48
O 1.80 1.37 0.41
N -1.09 0.67 -2.36
N -0.89 2.15 -0.09
N 1.72 -1.82 2.83
N 2.83 -1.50 -0.10
N 1.40 -2.36 -2.35
N 2.71 -2.79 -0.41
N -1.85 -1.64 -0.55
N -1.40 -0.59 1.95
N 1.54 -0.82 1.97
N 1.23 -1.04 -2.22
C -0.47 4.07 -1.48
C -0.93 2.75 -1.26
C -2.86 -2.30 2.81
C -2.48 2.50 -3.17
C 3.01 -0.19 3.56
C 3.92 0.57 4.46
C -1.99 2.49 2.05
C -1.58 -0.21 -3.39
C -4.16 -1.92 0.08
C -2.70 -1.12 -2.87
C -1.92 4.93 -3.30
C 2.32 0.17 2.37
C 3.87 -3.43 -0.21
C -0.48 1.13 3.53
C 1.89 -2.64 -3.56
C 2.44 1.40 1.49
C -1.48 2.28 3.47
C -1.47 1.92 -2.36
C -5.21 -2.36 0.86
C -2.18 -2.16 -1.87
C -0.91 3.01 1.08
C -5.17 -2.91 2.14
C -2.34 -1.48 1.76
C -0.83 4.99 -2.43
C 4.80 -2.52 0.25
C 2.03 -1.46 -4.27
C 4.09 -1.32 0.29
C -2.71 3.81 -3.52
C -4.06 -2.96 2.96
C -2.79 -1.71 0.37
C 2.59 -1.49 3.80
C -1.12 -0.25 3.34
C 1.61 -0.48 -3.37
B 1.44 -3.28 -1.11
H 2.89 -2.15 4.59
H -3.22 1.79 -3.54
H -0.44 -1.00 3.78
H -1.15 4.04 0.79
H -2.35 1.53 1.67
H 3.83 2.09 3.23
H -1.94 0.35 -4.27
H 4.43 -0.34 0.59
H 0.01 1.14 4.51
H 1.55 0.58 -3.51
H -2.05 -0.29 3.92
H -6.18 -2.33 0.39
H -0.26 5.91 -2.45
H -1.00 3.20 3.84
H -4.45 -1.65 -0.92
H 5.83 -2.69 0.51
H -2.16 -2.46 3.63
H -3.48 -0.49 -2.42
H 0.49 -3.07 -0.40
H 3.96 -4.48 -0.40
H -2.32 2.08 4.14
H 1.26 -2.70 2.68
H 0.27 1.28 2.76
H 2.10 -3.65 -3.85
H -6.10 -3.34 2.51
H -2.84 3.18 2.06
H -2.92 -2.97 -1.77
H -2.18 5.83 -3.83
H -0.77 -0.85 -3.73
H -3.60 3.98 -4.13
H 0.07 3.04 1.56
H 1.59 -4.42 -1.45
H -3.15 -1.65 -3.72
H -1.27 -2.60 -2.28
H 2.40 -1.33 -5.26
H 0.33 4.37 -0.81
H -4.18 -3.52 3.87
```

Calculated values
ΔE to the lowest compared entry with this formula, charge and spin   152.2 kJ/mol
Frontier orbital gap   6.9346 eV
E_LUMO   2.44 eV
Net charge   -1
Calculated total energy   -2191.6798 hartree
HOMO level   -4.5 eV

Here are the Mulliken charges for atoms 1 to 2, given in e:
1. Y 0.672
2. O -0.599

***

C33H37BeClO2Si2 | the ωB97M-V functional and the def2-TZVPD basis

Geometry as XYZ:
```
76
Properties=species:S:1:pos:R:3
Cl -3.20 0.44 1.70
Si 0.64 0.19 0.77
Si -4.89 0.38 0.51
O 3.92 -1.37 2.10
O 3.77 0.95 2.70
C 0.41 1.10 -1.92
C -5.23 -3.70 -1.70
C 0.93 3.77 -1.26
C -4.15 2.95 -0.40
C -0.37 -4.05 -0.89
C 0.91 -3.54 -1.14
C 5.68 1.27 0.80
C -6.15 -2.05 -0.19
C -1.26 -3.32 -0.08
C -4.13 -2.87 -1.94
C -4.04 -1.63 -1.29
C -0.90 -2.07 0.41
C -4.49 3.79 -2.65
C 4.40 1.42 0.17
C 1.30 -2.30 -0.60
C 3.96 2.34 3.09
C 4.65 -2.65 2.13
C 0.98 2.79 -0.27
C -4.77 1.74 -0.75
C 0.68 1.44 -0.57
C 0.37 2.09 -2.91
C 4.07 0.19 -0.44
C 2.82 -1.21 3.11
C -5.03 -1.23 -0.39
C -6.25 -3.29 -0.84
C 3.02 0.16 3.71
C 5.14 -0.72 -0.21
C -5.29 1.58 -2.04
C -4.01 3.97 -1.35
C 0.61 3.43 -2.58
C 0.38 -1.53 0.13
C 6.13 -0.06 0.58
C -5.14 2.60 -2.99
Be 4.38 0.06 1.48
H -5.29 -4.68 -2.20
H -4.37 4.58 -3.39
H 2.32 -1.95 -0.75
H 3.99 -3.40 2.58
H 3.28 2.51 3.94
H 3.18 0.00 -1.04
H -7.12 -3.93 -0.66
H 2.05 0.68 3.90
H 3.81 2.33 0.10
H 5.58 -2.52 2.73
H 0.15 1.81 -3.94
H -6.04 0.58 1.42
H 1.61 -4.11 -1.75
H 7.10 -0.46 0.89
H -3.18 -0.98 -1.50
H 1.22 3.07 0.76
H -0.10 0.59 2.03
H 1.85 -1.28 2.56
H -2.25 -3.73 0.15
H 5.01 2.46 3.41
H -6.95 -1.71 0.49
H 4.88 -2.91 1.09
H 5.23 -1.70 -0.67
H -3.78 3.11 0.62
H -3.33 -3.19 -2.61
H 2.90 -1.99 3.88
H 3.71 2.99 2.24
H 0.23 0.06 -2.19
H -5.81 0.66 -2.31
H 1.14 4.81 -1.00
H -0.68 -5.01 -1.31
H 3.63 0.12 4.64
H -5.54 2.46 -4.00
H -1.60 -1.50 1.01
H 0.55 4.20 -3.35
H -3.52 4.90 -1.06
H 6.25 2.06 1.29
```

Calculated values
ΔE to the lowest compared entry with this formula, charge and spin   35.4 kJ/mol
Frontier orbital gap   4.2286 eV
E_LUMO   0.00 eV
Net charge   0
Calculated total energy   -2484.0305 hartree
HOMO level   -4.2 eV

Here are the Mulliken charges for atoms 1 to 2, given in e:
1. Cl -0.242
2. Si -0.475

***

C33H37BrINO4Si2Sr | the ωB97M-V functional and the def2-TZVPD basis

Geometry as XYZ:
```
80
Properties=species:S:1:pos:R:3
I 7.59 -2.06 -5.89
Sr 0.78 -0.18 0.03
Br 4.79 -0.96 6.84
Si -1.43 -1.98 -1.68
Si -1.52 1.77 -1.30
O 1.93 -0.04 -2.20
O 1.67 -0.15 2.45
O 2.63 -1.70 -0.90
O 2.82 1.15 1.05
N 6.04 1.31 3.65
C -2.80 -3.37 -1.52
C 5.98 -1.70 -4.59
C -0.33 -2.82 -3.03
C -0.64 3.06 -2.44
C -3.21 1.43 -3.59
C -2.40 -0.71 -2.81
C 5.49 -2.75 -3.82
C -1.48 1.99 4.30
C 3.74 -0.14 4.30
C 2.72 -0.97 -1.91
C 4.37 -0.21 -3.66
C 5.00 1.24 2.82
C -2.44 0.69 -2.67
C -2.15 -0.43 3.87
C 3.84 0.54 3.10
C -3.09 1.25 2.47
C 5.44 -0.43 -4.51
C -0.13 1.48 4.80
C 5.95 0.66 4.81
C 3.87 -1.23 -2.86
C -4.50 -2.12 1.40
C -3.13 -1.28 -3.87
C -2.99 2.90 -0.71
C -3.72 -1.07 2.14
C -3.81 0.27 1.79
C -3.93 0.84 -4.62
C -2.26 0.92 3.53
C -1.28 3.26 3.48
C -3.88 -0.54 -4.77
C 4.82 -0.07 5.16
C 4.44 -2.50 -2.95
C 2.68 0.52 2.11
C -2.87 -1.40 3.19
H 5.83 0.37 -5.12
H -2.74 -2.44 3.46
H 3.90 0.76 -3.60
H -3.26 2.51 -3.49
H 4.04 -3.28 -2.32
H -1.47 -0.74 4.65
H -0.76 3.04 2.54
H -4.51 1.45 -5.30
H 0.17 2.60 -3.01
H 0.45 1.06 3.98
H 0.29 -3.60 -2.58
H 2.84 -0.69 4.54
H -2.59 -4.03 -0.68
H -2.83 -3.99 -2.42
H -4.43 -1.03 -5.57
H -3.17 2.26 2.11
H 5.08 1.76 1.88
H 6.80 0.71 5.48
H -3.79 -2.94 -1.38
H -4.66 -1.81 0.37
H 5.92 -3.73 -3.89
H 0.44 2.31 5.24
H -3.82 2.32 -0.29
H -2.09 2.26 5.18
H -4.41 0.55 0.93
H -2.22 3.76 3.23
H -2.64 3.59 0.06
H -0.94 -3.27 -3.82
H -0.20 3.85 -1.82
H -0.67 3.98 4.04
H -1.33 3.55 -3.15
H -5.47 -2.29 1.87
H 0.35 -2.09 -3.49
H -3.10 -2.36 -4.00
H -3.40 3.51 -1.53
H -3.96 -3.07 1.38
H -0.24 0.72 5.57
```

Calculated values
ΔE to the lowest compared entry with this formula, charge and spin   15.2 kJ/mol
Frontier orbital gap   3.6470 eV
E_LUMO   3.20 eV
Net charge   -2
Calculated total energy   -5117.0225 hartree
HOMO level   -0.4 eV

Here are the Mulliken charges for atoms 1 to 2, given in e:
1. I 0.003
2. Sr 0.721

***

C33H37ClO2RuSi2 | the ωB97M-V functional and the def2-TZVPD basis

Geometry as XYZ:
```
76
Properties=species:S:1:pos:R:3
Ru 0.22 -0.97 2.78
Cl -2.05 -1.20 3.20
Si -2.47 0.95 0.99
Si 0.90 1.05 -1.91
O 1.77 -4.63 -0.33
O 1.55 -5.51 2.11
C -4.17 0.97 -1.74
C -2.22 2.72 -2.67
C 1.39 3.89 -0.71
C 1.71 1.22 -4.54
C -4.01 1.19 -3.12
C 2.47 -0.46 3.41
C 0.96 -0.41 -6.20
C -3.13 1.36 -0.86
C -0.26 -0.53 -5.50
C 2.30 -2.65 2.72
C 2.67 -1.82 3.81
C 1.70 4.83 0.30
C -2.73 5.12 2.84
C 2.99 -5.35 -0.52
C 0.56 2.39 0.90
C 1.49 4.51 1.64
C -3.32 3.84 0.88
C 0.94 2.57 -0.44
C 1.44 -5.85 3.50
C -3.16 2.74 3.01
C 0.57 0.94 -3.75
C 1.96 -1.84 1.60
C -3.10 2.63 1.60
C 0.64 -5.45 -0.11
C -0.44 0.12 -4.29
C -2.96 1.97 -3.57
C 0.82 3.31 1.93
C 1.94 0.46 -5.69
C -2.26 2.38 -1.31
C -3.05 3.99 3.61
C 2.17 -0.44 2.00
C -2.81 5.02 1.45
C 0.66 -6.20 1.23
H 1.02 -7.24 1.06
H -3.17 4.09 4.69
H -1.03 -1.18 -5.92
H 3.32 -5.82 0.41
H 0.00 -2.09 1.69
H 2.92 0.51 -6.18
H -1.58 2.85 -0.61
H 2.44 1.94 -4.19
H 1.58 4.21 -1.73
H 3.72 -4.60 -0.83
H 1.19 -1.06 -7.06
H 0.54 3.10 2.98
H 1.75 -0.02 -1.74
H -2.72 2.01 -4.63
H 3.07 -2.17 4.77
H -3.85 3.87 -0.09
H -1.37 -0.07 -3.76
H -4.73 0.75 -3.83
H 2.02 -5.09 4.02
H -3.30 1.84 3.60
H -0.22 -4.77 -0.12
H 2.14 5.81 0.08
H 1.85 5.15 2.46
H -5.07 0.48 -1.37
H 0.07 1.46 1.21
H 0.56 -6.19 -0.92
H 2.89 -6.11 -1.30
H 0.40 -5.82 3.87
H 1.88 -6.84 3.71
H -2.50 6.07 3.34
H -1.60 3.53 -3.01
H -2.48 5.85 0.83
H 2.23 0.42 1.34
H 2.71 0.42 4.03
H 2.30 -3.74 2.70
H 1.68 -2.21 0.62
H -0.37 -6.20 1.64
```

Calculated values
ΔE to the lowest compared entry with this formula, charge and spin   116.3 kJ/mol
⟨S²⟩   6.0418
Frontier orbital gap (alpha / beta)   5.3535 / 2.6637 eV
E_LUMO (alpha / beta)   -8.01 / -9.87 eV
Net charge   +2
2S+1   5
Calculated total energy   -2563.2279 hartree
HOMO level (alpha / beta)   -13.4 / -12.5 eV

Here are the Mulliken charges for atoms 1 to 2, given in e:
1. Ru 0.366
2. Cl -0.377

***

- What is the formula in the first record?
  C33H37BN10O4Y